Entry 1:
# C15H11FN2O

C15H11FN2O in the gas phase in a non-equilibrium geometry (wB97M-V/def2-TZVPD, OMol25).

The geometry in XYZ format:
```
30
C15H11FN2O (wB97M-V/def2-TZVPD)
F 4.485 -3.711 -0.030
N -1.963 -0.687 -0.276
O -3.810 0.042 0.821
C -0.805 -0.340 -0.907
C 2.419 -2.795 0.480
C 3.195 -2.785 -1.830
C 1.237 -2.271 0.128
C 2.004 -2.084 -2.194
C -1.908 3.702 2.003
C -0.671 3.970 1.347
C 3.337 -3.108 -0.472
C 1.002 -1.905 -1.187
C -2.576 0.295 0.458
C -2.607 2.564 1.515
C -0.132 0.887 -0.703
C -0.168 3.121 0.369
C -2.033 1.614 0.670
C -0.775 1.953 0.116
N -0.183 -1.307 -1.595
H -3.781 -0.629 1.493
H 2.456 -3.288 1.445
H 3.958 -3.005 -2.540
H 0.609 -2.101 0.945
H 1.948 -1.700 -3.262
H -2.376 4.187 2.780
H -0.075 4.808 1.633
H -3.561 2.298 1.956
H 0.851 0.928 -1.124
H 0.794 3.337 -0.226
H -0.872 -1.993 -1.815
```

Results
SMILES string: Oc1nc(Nc2ccc(F)cc2)cc2ccccc12
Kohn-Sham gap in eV: 7.79
Total charge: 0
HOMO level in eV: -7.73


Entry 2:
# C5H14N6

2 unconnected molecules or ions with the total composition C5H14N6 in a non-equilibrium geometry (wB97M-V/def2-TZVPD, OMol25).

The geometry in XYZ format:
```
25
C5H14N6 (wB97M-V/def2-TZVPD)
C 0.824 -0.076 -1.202
C -0.716 -1.209 0.393
C 1.613 0.742 1.903
C 0.276 0.942 1.150
C 0.127 -0.075 0.065
N -2.152 1.914 -0.905
N -1.931 0.863 -1.314
N 0.843 -1.015 -2.058
N -1.463 -1.863 -0.557
N 1.673 0.916 -1.455
N -0.970 -1.580 1.612
H 1.738 -0.243 2.220
H 2.451 1.027 1.357
H 1.612 1.328 2.873
H 0.132 1.905 0.718
H -0.582 0.913 1.731
H -2.748 2.657 -1.298
H -0.025 -1.635 -1.792
H 1.006 -0.913 -3.073
H -1.881 -1.197 -1.236
H -1.756 -2.818 -0.481
H 1.750 1.684 -0.722
H 2.269 1.051 -2.317
H -0.301 -1.265 2.335
H -1.792 -2.055 2.051
```

Results
ΔE to the lowest compared entry with this formula, charge and spin in eV: 2.569
Kohn-Sham gap (spin up / spin down) in eV: 5.91 / 8.86
Total charge: +2
HOMO level (spin up / spin down) in eV: -16.32 / -17.22


Entry 3:
# C7H18Si

C7H18Si in the gas phase (wB97M-V/def2-TZVPD, OMol25).

The geometry in XYZ format:
```
26
C7H18Si (wB97M-V/def2-TZVPD)
C 2.462 -0.749 0.480
C 1.827 -0.613 -0.926
Si 1.282 1.142 -1.332
C -0.309 1.741 -0.494
C -0.704 1.079 0.837
C -1.659 -0.135 0.775
C -1.001 -1.440 1.237
C -2.317 -0.373 -0.583
H 3.238 -1.507 0.461
H 2.933 0.192 0.748
H 1.719 -0.994 1.229
H 1.051 -1.356 -1.085
H 2.608 -0.847 -1.647
H 1.167 1.281 -2.806
H 2.385 2.047 -0.914
H -1.103 1.718 -1.234
H -0.135 2.796 -0.294
H 0.190 0.784 1.385
H -1.176 1.840 1.452
H -2.464 0.051 1.485
H -0.356 -1.811 0.442
H -1.778 -2.186 1.370
H -0.446 -1.307 2.158
H -1.554 -0.529 -1.343
H -2.909 -1.281 -0.533
H -2.950 0.460 -0.865
```

Results
SMILES string: CC[SiH2]CCC(C)C
ΔE to the lowest compared entry with this formula, charge and spin in eV: 1.062
Kohn-Sham gap in eV: 11.08
Total charge: 0
HOMO level in eV: -10.02


Entry 4:
# C23H36F2O6Si

2 unconnected molecules or ions with the total composition C23H36F2O6Si in a non-equilibrium geometry (wB97M-V/def2-TZVPD, OMol25).

The geometry in XYZ format:
```
68
C23H36F2O6Si (wB97M-V/def2-TZVPD)
C -1.879 -3.888 1.459
O -3.188 -3.848 0.923
C -3.994 -2.865 1.551
C -5.149 -2.535 0.594
C -4.565 -1.863 -0.693
C -5.104 -0.391 -0.757
C -4.226 0.503 -1.652
O -3.284 -0.107 -2.540
C -2.720 1.006 -3.135
O -2.455 1.172 -4.290
O -2.533 1.952 -2.138
C -3.496 1.738 -1.103
C -2.751 1.646 0.236
F -3.667 1.497 1.249
F -2.147 2.856 0.413
C -1.766 0.473 0.278
C -0.438 0.737 1.033
Si 1.120 0.428 -0.027
C 1.891 2.059 -0.601
C 2.418 -0.402 1.105
C 0.805 -0.786 -1.433
C 0.032 -1.907 -1.151
C -0.302 -2.845 -2.101
C 0.159 -2.654 -3.393
C 0.955 -1.576 -3.687
C 1.285 -0.641 -2.726
H -1.519 -2.879 1.709
H -1.819 -4.505 2.371
H -1.234 -4.356 0.707
H -4.357 -3.291 2.503
H -3.449 -1.939 1.798
H -5.826 -1.859 1.129
H -5.662 -3.458 0.305
H -3.473 -1.814 -0.701
H -4.939 -2.444 -1.539
H -5.298 0.018 0.236
H -6.080 -0.471 -1.253
H -4.962 0.929 -2.361
H -4.225 2.553 -1.021
H -1.630 0.127 -0.750
H -2.286 -0.331 0.813
H -0.363 0.006 1.852
H -0.364 1.722 1.505
H 2.269 2.565 0.299
H 1.130 2.716 -1.042
H 2.749 1.912 -1.265
H 2.099 -1.447 1.234
H 2.538 0.118 2.060
H 3.358 -0.444 0.539
H -0.335 -2.042 -0.132
H -0.931 -3.681 -1.804
H -0.127 -3.375 -4.156
H 1.301 -1.477 -4.714
H 1.917 0.208 -2.980
O 5.796 0.580 0.122
C 6.056 1.370 0.988
O 5.070 2.087 1.562
C 5.239 2.876 2.742
C 5.706 4.278 2.410
C 7.485 1.656 1.385
H 5.896 2.378 3.456
H 4.255 2.923 3.208
H 6.688 4.271 1.938
H 5.762 4.886 3.314
H 5.016 4.750 1.711
H 7.874 2.465 0.768
H 8.073 0.760 1.203
H 7.605 1.901 2.438
```

Results
SMILES string: COCCCC[C@@H]1OC(=O)O[C@@H]1C(F)(F)CC[Si](C)(C)c1ccccc1.CCOC(C)=O
Kohn-Sham gap in eV: 9.75
Total charge: 0
HOMO level in eV: -9.08


Question: Among the records above, which one has the highest total charge?
Answer: C5H14N6


Question: total charge of number 3 (C7H18Si)?
Answer: 0